17
Properties=species:S:1:pos:R:3:forces:R:3 method="wB97M-V/def2-TZVPD" de_lowest_kj_mol=259.3 molar_mass_g_mol=115.13 largest_force_ev_per_a=4.897 energy_ev=-10913.8878 lumo_ev=0.6 total_charge=0 homo_lumo_gap_ha=0.3669
C 2.178163 -0.893516 0.322668 -0.08 -0.07 0.03
C 0.738046 -0.576914 0.156218 -2.64 3.66 -1.90
C 0.326801 0.521046 -1.238607 3.18 -2.15 0.19
N -0.226994 -0.858389 0.890955 0.10 -2.10 0.87
C -1.602312 -0.588317 0.485137 1.82 1.04 -0.77
C -1.745135 0.926293 0.156115 -3.96 -0.28 1.97
O -2.702754 1.298237 -0.505255 2.29 0.01 0.57
O -1.226148 1.711228 1.174906 0.39 -0.18 -1.43
H 2.753516 0.023545 0.467495 -0.03 -0.04 -0.11
H 2.331241 -1.548619 1.184710 -0.13 0.05 -0.18
H 2.529895 -1.385468 -0.588515 0.10 0.06 0.12
H 1.341996 0.887743 -1.418753 0.13 -0.25 -0.38
H 0.098554 -0.209422 -2.017261 0.06 0.07 -0.14
H -0.231428 1.418843 -1.492311 -0.81 -0.16 1.27
H -1.849017 -1.165084 -0.408497 -0.04 0.00 0.15
H -2.283816 -0.833619 1.301680 0.03 0.24 -0.16
H -0.430608 1.272414 1.529316 -0.40 0.08 -0.09


9
Properties=species:S:1:pos:R:3:forces:R:3 method="wB97M-V/def2-TZVPD" de_lowest_kj_mol=240.5 molar_mass_g_mol=225.94 largest_force_ev_per_a=3.706 energy_ev=-20404.4015 lumo_ev=0.2 total_charge=0 homo_lumo_gap_ha=0.3265
C -1.974597 0.566376 0.939582 -0.43 -0.32 1.35
C 2.008332 -0.718057 0.013841 -0.75 -0.03 -1.10
O -1.309271 1.418317 0.310724 0.98 0.67 -3.51
F 1.480129 0.503893 -0.290323 0.57 -0.66 -0.07
F 1.034456 -1.623032 -0.174962 -0.12 0.07 0.18
F 2.351889 -0.702132 1.272355 0.28 0.01 0.99
I -2.641698 -1.151186 -0.139134 -0.04 -0.20 -0.56
H 2.840634 -1.022834 -0.626148 0.04 0.61 -0.01
H -1.125273 1.332436 -0.741980 -0.54 -0.16 2.74


35
Properties=species:S:1:pos:R:3:forces:R:3 method="wB97M-V/def2-TZVPD" molar_mass_g_mol=386.15 largest_force_ev_per_a=4.676 energy_ev=-167639.4889 lumo_ev=-2.0 total_charge=0 homo_lumo_gap_ha=0.1321
C -1.602877 1.651748 -2.501505 -0.59 -0.26 0.83
C -3.072866 1.325306 -1.912072 1.36 -1.02 -0.56
S -2.906304 1.273749 -0.039356 -0.94 -0.21 0.30
C -2.297060 -0.412445 0.388612 1.04 -1.15 -1.73
C -0.738397 -0.347357 0.572328 3.39 1.07 1.21
C -0.022705 0.781966 1.308637 1.03 -3.23 -1.74
C 1.474652 0.648117 1.389135 -0.33 1.04 0.50
N 2.335421 -0.308654 0.872132 -4.04 2.15 0.96
N 1.633039 -1.210436 0.219268 -0.59 -2.35 -1.19
C 2.495762 -2.268729 -0.425724 -0.56 -0.59 -1.42
Br 3.182132 -3.573221 0.937723 -0.39 1.01 -0.85
C 3.627967 -1.677138 -1.375152 0.78 -0.52 0.68
C 4.964285 -1.187946 -0.671499 0.17 1.21 -0.51
Br 2.813377 -0.166868 -2.428092 0.39 -0.96 0.41
C 0.268003 -1.338992 0.037658 -1.90 1.75 1.01
H -1.017876 0.663379 -2.504569 -0.71 1.48 -0.27
H -1.649835 2.135621 -3.527775 0.27 -0.70 1.24
H -1.101483 2.321680 -1.716946 -0.59 -0.73 -1.48
H -3.389139 0.289485 -2.272431 0.21 1.40 0.43
H -3.864663 2.068359 -2.245443 1.05 -0.81 0.84
H -2.818626 -0.904074 1.266581 0.65 1.33 -0.57
H -2.498521 -1.083309 -0.526092 0.38 0.83 1.18
H -0.551124 1.663820 1.774786 0.45 -1.33 -0.56
H 2.012000 1.484187 1.956759 -0.77 -1.46 -0.93
H 1.825754 -2.910826 -1.098063 0.85 1.10 1.21
H 3.897120 -2.476099 -2.143135 -0.66 1.06 1.12
H 5.181712 -1.629379 0.345655 -0.50 0.26 -1.30
H 4.916830 -0.048449 -0.550012 0.06 -1.71 -0.03
H 5.833541 -1.392944 -1.376078 -1.10 0.17 0.96
H -0.131943 -2.231082 -0.543060 1.00 1.29 0.83
C -3.740379 1.745089 3.345485 -0.64 1.07 0.51
O -3.013275 0.720452 2.881936 0.82 -0.63 -0.80
H -3.271945 2.386745 4.122987 0.42 -0.08 0.18
H -4.064779 2.510873 2.606346 0.08 -0.01 -0.48
H -4.707797 1.497369 3.830977 -0.11 -0.47 0.01


107
Properties=species:S:1:pos:R:3:forces:R:3 method="wB97M-V/def2-TZVPD" multiplicity=6 molar_mass_g_mol=656.86 largest_force_ev_per_a=4.281 energy_ev=-82121.9856 lumo_ev="-1.3 / -1.4" total_charge=0 homo_lumo_gap_ha="0.2779 / 0.2743"
Mn -1.647361 -2.668634 -0.353858 3.60 1.22 1.97
C 1.023649 -5.300004 1.420158 0.18 -1.07 1.21
C 0.428462 -4.086756 2.104686 -1.13 0.53 -2.27
C 1.523353 -3.091928 2.281856 1.15 1.27 0.17
O -0.683817 -3.604952 1.342401 -0.58 0.80 -0.68
H 1.617181 -5.735650 2.223915 0.37 -0.55 -0.12
H 1.718425 -5.151429 0.593532 -0.30 0.50 -0.04
H 0.277467 -6.048893 1.154717 -0.10 0.17 -0.12
H 0.156225 -4.338767 3.129609 -0.67 -0.43 0.07
H 1.934636 -2.692772 1.354701 -0.36 0.06 -0.39
H 2.391950 -3.537586 2.766660 0.02 -0.29 0.26
H 1.261802 -2.232713 2.899475 -0.29 0.08 -0.02
C 0.495909 1.230889 -1.271658 -0.78 0.48 -0.24
C 0.105904 0.262305 -0.157261 -0.15 -1.22 0.01
C -0.173764 1.021383 1.141898 -0.22 0.88 0.04
O -0.881929 -0.689086 -0.501314 -0.89 -0.87 -0.18
H -0.334969 1.871715 -1.566758 -0.10 0.40 0.30
H 0.804206 0.800531 -2.224469 0.18 -0.69 0.19
H 1.329563 1.828916 -0.903573 -0.05 0.25 -0.11
H 1.065826 -0.234582 -0.016705 0.33 -0.72 0.51
H 0.608833 1.771143 1.258126 0.19 0.00 0.14
H -0.251939 0.495060 2.093202 0.40 -0.73 -0.32
H -1.101815 1.592862 1.156419 -0.07 0.04 -0.65
C -0.512822 5.746858 -0.797052 0.95 0.18 0.95
C 0.599884 5.042360 0.010254 0.60 0.71 -1.90
C 0.192047 4.714756 1.416554 0.54 0.20 0.81
C 0.496859 5.794500 2.382556 0.80 2.25 1.58
N 0.815463 6.646493 3.127760 -0.97 -2.33 -1.98
H -0.686076 6.730227 -0.359936 -0.31 0.02 0.20
H -1.408279 5.130925 -0.714158 -0.08 0.26 -0.61
H -0.167617 5.968652 -1.806879 -0.36 -0.48 -0.15
H 1.532339 5.604611 -0.039812 -0.11 0.60 0.53
H 0.974503 4.196289 -0.565875 -0.67 -0.74 0.35
H 0.793394 3.875227 1.765345 -0.34 -0.26 0.11
H -0.878629 4.514835 1.458981 0.04 -0.33 0.15
C 2.013375 -1.244847 -6.218249 -0.81 0.75 -1.27
C 1.318064 -1.302057 -4.877872 0.48 1.24 0.26
C -0.164826 -0.796619 -4.894862 0.65 -1.32 0.04
C -1.083799 -1.789301 -5.514942 -1.29 -0.90 -0.79
N -1.823452 -2.555125 -5.999212 1.65 1.61 1.08
H 1.912525 -0.228289 -6.598417 -0.02 0.41 0.16
H 1.473892 -1.771451 -7.005482 0.39 -0.75 0.07
H 3.094511 -1.381548 -6.242096 -0.18 -0.67 0.27
H 1.864219 -0.531987 -4.333078 -0.15 0.03 0.62
H 1.504953 -2.221393 -4.322892 -0.56 -0.17 -0.17
H -0.232976 0.165266 -5.403021 0.02 -0.12 -0.22
H -0.480840 -0.624833 -3.865915 -0.07 -0.18 0.05
C 3.628863 -2.028181 -1.716505 -0.98 -0.08 0.32
C 3.596183 -3.438271 -1.160384 -0.96 -0.72 -0.39
C 2.536767 -4.408193 -1.833106 0.45 0.51 0.05
C 1.135138 -3.885280 -1.873346 -2.10 0.72 0.04
N 0.028680 -3.486359 -1.866089 2.88 -1.10 0.25
H 3.771046 -2.031896 -2.797188 0.51 0.20 0.08
H 4.327035 -1.422320 -1.138933 0.35 -0.07 -0.55
H 2.661379 -1.552913 -1.554677 -0.26 0.09 0.00
H 3.338402 -3.447874 -0.101347 0.35 0.15 0.07
H 4.576577 -3.888576 -1.315782 -0.09 -0.26 0.22
H 2.544528 -5.366032 -1.312934 -0.33 0.13 0.34
H 2.891788 -4.716021 -2.816619 -0.38 0.49 -0.40
C -3.392416 1.248959 -5.528715 0.19 0.71 0.47
C -3.895391 0.742148 -4.169003 -0.04 -0.26 -0.49
C -2.899112 1.033925 -3.052739 0.82 -0.40 -0.14
C -2.744348 2.433739 -2.737485 -0.20 3.78 1.12
N -2.631704 3.551980 -2.391955 -0.27 -2.92 -1.02
H -3.111078 2.299031 -5.449314 -0.27 0.25 -0.19
H -4.088672 1.109580 -6.355707 -0.08 0.03 0.21
H -2.457316 0.759083 -5.800185 -0.08 -0.35 0.04
H -4.060510 -0.320916 -4.344328 0.14 -0.21 0.71
H -4.843930 1.142364 -3.810975 -0.17 0.19 -0.55
H -1.877452 0.772802 -3.328616 0.01 -0.54 -0.07
H -3.103347 0.550405 -2.097441 -0.10 -0.33 -0.22
C -0.277212 -0.700605 6.602794 -0.41 -0.22 0.49
C -0.667937 -0.228222 5.208102 0.52 0.76 0.47
C -1.256156 -1.251497 4.255176 -1.92 0.01 0.05
C -2.708045 -1.506870 4.536184 -0.42 -0.47 0.26
N -3.828950 -1.734621 4.722472 1.21 0.38 -0.19
H -1.133288 -0.862243 7.257861 -0.46 -0.44 -0.39
H 0.217664 0.064340 7.201175 0.62 0.08 -0.50
H 0.291191 -1.630483 6.583917 0.22 0.12 0.06
H 0.182953 0.233561 4.707267 0.32 -0.21 0.01
H -1.335953 0.620523 5.354662 -0.38 -0.09 -0.29
H -0.773861 -2.228272 4.217790 0.26 0.16 0.06
H -1.298116 -0.840546 3.246486 0.40 -0.15 -0.13
C 2.931666 0.472082 3.410676 1.17 0.45 -0.74
C 4.191480 -0.005216 2.623686 -1.15 -0.59 0.50
C 4.205724 0.377202 1.145320 0.26 0.91 -0.05
C 3.805940 1.763564 0.882997 0.43 -2.00 0.61
N 3.512270 2.838693 0.690115 -0.70 2.18 -0.42
H 2.901234 0.026704 4.405072 -0.14 -0.04 -0.13
H 2.006233 0.328644 2.852917 0.01 -0.29 0.09
H 3.075800 1.548071 3.508469 -0.35 0.13 0.29
H 4.212590 -1.094976 2.633101 0.19 -0.11 0.13
H 5.081129 0.350676 3.143270 0.03 0.05 -0.17
H 3.559714 -0.242115 0.523044 0.06 -0.20 0.17
H 5.233147 0.351093 0.782250 0.03 -0.49 -0.22
C -4.781990 1.450549 2.791248 -0.29 0.24 -0.62
C -3.522364 1.393031 1.861504 -1.36 -0.05 1.06
C -3.812891 1.679259 0.384702 -0.59 0.15 0.41
C -4.709687 0.696462 -0.239436 -0.53 -1.28 -0.48
N -5.404735 -0.101991 -0.720709 1.02 1.11 0.63
H -4.553157 1.359928 3.853094 0.26 -0.25 -0.15
H -5.561486 0.731104 2.540472 0.39 -0.57 -0.03
H -5.357633 2.371805 2.701728 0.43 0.52 -0.18
H -3.079053 0.405172 1.986835 0.27 0.08 -0.10
H -2.841600 2.162636 2.225320 0.21 -0.14 -0.11
H -2.886824 1.788580 -0.179691 -0.11 -0.16 -0.10
H -4.363410 2.618194 0.326046 0.18 0.27 -0.10


71
Properties=species:S:1:pos:R:3:forces:R:3 method="wB97M-V/def2-TZVPD" de_lowest_kj_mol=448.1 multiplicity=5 molar_mass_g_mol=638.76 largest_force_ev_per_a=4.102 energy_ev=-54724.7716 lumo_ev="-6.6 / -10.1" total_charge=+2 homo_lumo_gap_ha="0.2243 / 0.1119"
Os -0.253976 -0.871905 -2.155040 2.01 -3.33 -1.05
C -0.437744 1.068467 0.150899 -0.96 -0.09 -1.10
C -0.357922 0.904484 -1.329424 -1.93 1.58 2.07
C -2.477198 0.183075 -0.439106 0.10 0.49 -0.49
C -1.712364 0.702465 0.586191 -0.04 0.16 0.77
C -1.756228 0.260299 -1.708398 -0.28 1.82 1.85
C 0.613789 1.621933 1.015875 0.59 -0.01 0.47
H 1.581780 1.517137 0.529612 0.17 0.14 -0.03
H 0.658693 1.068021 1.962620 -0.01 0.08 -0.14
H 0.473334 2.675333 1.292144 -0.06 -0.10 -0.20
C -2.264983 0.868330 1.974633 0.13 -0.19 0.27
H -1.498043 1.217008 2.677079 -0.24 -0.14 -0.13
H -2.665289 -0.091089 2.337271 0.13 0.30 0.00
H -3.095512 1.596734 2.011283 0.36 -0.29 -0.19
C -3.887449 -0.226467 -0.355327 -0.14 -0.26 -0.04
H -4.525968 0.649937 -0.203881 -0.08 -0.10 0.01
H -4.046147 -0.916040 0.479674 -0.07 0.10 -0.10
H -4.170681 -0.719573 -1.284156 -0.30 -0.07 0.20
C -2.486386 0.684413 -2.934246 -0.29 -0.13 -0.50
H -2.816851 1.743667 -2.886546 0.32 -0.55 -0.07
H -3.371122 0.039527 -3.007192 0.20 0.30 -0.46
H -1.833865 0.542297 -3.813015 -0.48 0.19 -0.21
C 0.111382 2.060278 -2.184525 0.26 -0.30 -0.32
H -0.656175 2.850404 -2.287532 0.21 -0.49 0.06
H 0.325153 1.656399 -3.188137 0.16 0.56 -0.09
H 1.012891 2.533588 -1.774923 -0.29 -0.15 -0.20
C 3.659444 -0.902936 1.341273 -0.49 -3.67 1.27
C 3.993479 0.354733 1.060597 1.35 3.27 -0.91
C 4.201603 1.153947 -0.186303 -0.75 0.22 -0.65
C 3.412111 0.873899 -1.489852 0.94 1.05 0.17
C 2.719091 -0.380531 -1.688464 -2.99 -2.75 0.57
C 2.534484 -1.674365 -1.222690 -2.19 2.58 -1.97
C 3.199971 -2.727058 -0.466950 -0.30 -0.23 0.82
C 4.034556 -2.234681 0.722390 0.64 -0.41 0.69
H 5.275334 1.153672 -0.476294 -0.23 0.06 0.75
H 4.088488 1.019684 -2.350336 0.00 -0.01 0.33
H 3.900424 2.186743 0.070779 0.75 -0.24 0.14
H 5.109895 -2.226119 0.473030 -0.42 0.25 -0.05
H 3.233901 -1.054495 2.351267 -0.08 0.30 -0.49
H 4.260046 0.963339 1.957418 -0.30 -0.46 -0.45
H 3.908864 -3.007183 1.497949 0.20 0.50 -0.05
H 2.387562 -3.365809 -0.067083 0.40 0.28 -0.10
H 1.559446 -2.083845 -1.651154 1.64 0.11 0.18
H 3.786845 -3.408387 -1.114244 -0.11 0.49 0.18
H 2.690853 1.697945 -1.666329 0.27 -0.52 0.48
H 1.914591 -0.175325 -2.469873 0.85 -0.15 0.66
P 5.075030 -1.387677 -2.450557 2.24 -0.14 0.79
C 6.409822 -2.459094 -1.757630 0.28 -0.16 -0.20
C 6.231654 -0.208498 -3.239939 0.20 -0.03 -0.46
P 2.576894 -1.955584 -4.204093 1.19 -0.96 -1.84
C 4.401886 -2.396400 -3.801181 -0.36 0.42 0.45
C 3.040935 -0.917530 -5.665190 -0.40 0.17 0.03
C 2.247377 -3.543501 -5.064346 -0.21 0.03 0.08
H 6.059425 -3.461529 -1.481920 0.08 0.20 -0.05
H 6.844559 -1.981171 -0.867235 -0.07 -0.12 -0.25
H 7.207328 -2.544708 -2.510790 -0.13 -0.26 0.33
H 7.063879 -0.781723 -3.675127 -0.18 0.39 -0.10
H 6.656713 0.459866 -2.478560 -0.12 -0.11 -0.16
H 5.752782 0.398095 -4.017058 0.12 -0.05 0.11
H 3.149557 -3.943870 -5.537927 -0.21 0.08 0.02
H 1.481571 -3.371625 -5.821786 -0.05 -0.19 0.02
H 1.871712 -4.257006 -4.324453 0.03 -0.06 -0.22
H 4.473516 -3.448794 -3.510087 -0.12 0.09 -0.05
H 5.056487 -2.221344 -4.670936 -0.55 -0.30 0.07
H 2.214941 -0.960462 -6.386466 0.21 0.20 0.08
H 3.965941 -1.271282 -6.143120 -0.42 0.09 0.09
H 3.175307 0.119655 -5.337802 0.02 -0.07 -0.22
F -1.900456 -2.522759 -0.405647 1.87 0.29 -0.62
C -0.547963 -2.296145 -0.656342 -1.03 -1.14 2.59
F -0.007430 -2.030584 0.638610 -0.58 0.15 -2.21
F -0.013900 -3.538973 -0.942247 -0.48 1.27 -0.29


9
Properties=species:S:1:pos:R:3:forces:R:3 method="wB97M-V/def2-TZVPD" de_lowest_kj_mol=253.4 molar_mass_g_mol=122.11 largest_force_ev_per_a=7.666 energy_ev=-21023.7970 lumo_ev=-1.0 total_charge=0 homo_lumo_gap_ha=0.3668
N 0.534074 0.181999 0.851233 0.12 0.20 -0.09
S 1.641641 0.726697 0.127067 -3.74 -1.00 -2.04
O 2.936417 1.054004 0.520908 2.69 0.99 -0.48
O 1.490580 0.975455 -1.546922 6.49 0.30 4.07
H 0.662158 0.952967 -1.870439 -5.27 -0.48 -1.09
N -2.300359 -1.203785 1.046956 0.18 0.15 -1.15
C -1.730104 -0.824848 0.038733 -1.23 0.49 0.04
O -1.458072 -0.374678 -0.999473 0.23 -0.33 -0.23
H -1.776335 -1.487811 1.831937 0.52 -0.32 0.98


15
Properties=species:S:1:pos:R:3:forces:R:3 method="wB97M-V/def2-TZVPD" de_lowest_kj_mol=607.7 molar_mass_g_mol=83.13 largest_force_ev_per_a=3.844 energy_ev=-6814.6965 lumo_ev="-0.5 / -0.5" total_charge=0 homo_lumo_gap_ha="0.3229 / 0.3228"
C -0.657498 -0.842595 -1.697657 -0.74 1.78 1.86
C 2.020931 0.468104 -0.492732 1.05 -1.98 -2.72
N 1.830994 -0.067363 -1.533689 0.50 1.44 2.06
H -0.569492 -0.727738 -2.770295 0.03 0.50 0.01
H -1.697429 -0.958261 -1.394529 -0.35 -0.65 -0.44
H -0.085323 -1.711819 -1.404704 0.09 0.01 0.31
H 0.762357 0.852706 0.191035 -3.82 0.17 0.44
H 2.837242 0.596309 0.201221 -0.37 0.46 0.38
C -0.593729 1.010787 0.676863 2.27 1.32 0.85
C -0.630570 0.133348 1.810591 0.47 -0.56 0.54
C -0.492340 -0.646939 2.716930 0.07 0.39 -0.55
H -1.580330 1.084744 0.219586 0.50 -0.47 -0.92
H -0.406920 2.039548 0.983600 0.01 0.13 0.43
H -0.486435 0.112891 -0.978606 0.48 -2.34 -2.55
H -0.251458 -1.343721 3.472386 -0.19 -0.19 0.31


16
Properties=species:S:1:pos:R:3:forces:R:3 method="wB97M-V/def2-TZVPD" de_lowest_kj_mol=121.0 multiplicity=2 molar_mass_g_mol=108.19 largest_force_ev_per_a=0.719 energy_ev=-17643.5446 lumo_ev="0.8 / -1.7" total_charge=0 homo_lumo_gap_ha="0.3579 / 0.2666"
C 1.700505 -0.683798 1.970153 0.49 -0.14 -0.21
C 1.501306 -0.117259 0.574054 0.23 0.43 -0.06
S 2.273877 -1.070153 -0.758498 0.01 -0.01 -0.14
H 1.745862 -1.776370 1.968539 -0.57 0.10 0.01
H 2.676948 -0.401610 2.368933 -0.03 0.26 -0.01
H 0.927880 -0.279716 2.615727 -0.07 -0.22 0.31
H 1.837216 0.923440 0.540935 0.14 -0.15 -0.08
H 0.455798 -0.040874 0.288370 -0.15 -0.32 0.10
H 3.559882 -0.839500 -0.461120 -0.02 0.04 0.09
N -3.627875 1.320165 -1.005279 0.06 -0.17 -0.17
C -2.580428 0.539401 -0.374154 -0.63 -0.01 -0.35
O -1.656896 1.242768 0.259263 0.23 0.09 0.35
H -4.158949 0.743163 -1.647528 -0.13 -0.07 0.11
H -3.218672 2.053646 -1.566544 0.13 0.22 0.02
H -1.986656 -0.071293 -1.089145 0.20 -0.09 -0.22
H -3.058221 -0.238207 0.246437 0.12 0.03 0.26